Entry 1:
{
  "formula": "C4H10N3O2",
  "method": "ωB97M-V with the def2-TZVPD basis set",
  "symbols": ["C", "C", "C", "C", "N", "N", "N", "O", "O", "H", "H", "H", "H", "H", "H", "H", "H", "H", "H"],
  "coordinates": [[1.596, 2.557, -0.940], [-2.405, -1.167, 0.501], [0.550, 2.350, 0.009], [-1.107, -1.586, -0.149], [1.781, -2.578, 0.779], [2.476, -2.966, 0.026], [0.721, 0.016, 0.108], [0.223, 1.349, 0.727], [-0.262, -0.499, -0.595], [2.556, 2.426, -0.458], [1.527, 1.717, -1.706], [1.487, 3.445, -1.430], [-2.472, -1.690, 1.469], [-2.536, -0.083, 0.617], [-3.311, -1.572, 0.096], [1.027, -0.656, 0.911], [-0.052, 3.186, 0.401], [-1.284, -2.102, -1.027], [-0.516, -2.147, 0.660]],
  "e_above_lowest_kcal_mol": 118.2,
  "charge": 1,
  "total_energy_ha": -472.74686
}

***

Entry 2:
{
  "formula": "C4H10N3S",
  "method": "ωB97M-V with the def2-TZVPD basis set",
  "symbols": ["H", "N", "C", "C", "C", "C", "N", "N", "S", "H", "H", "H", "H", "H", "H", "H", "H", "H"],
  "coordinates": [[-0.875, -3.262, 1.494], [-1.391, -2.316, 1.513], [-0.797, -1.598, 0.649], [-1.080, -0.075, 0.446], [0.072, 0.488, -0.317], [0.009, 1.814, -0.964], [1.291, 0.401, 0.657], [0.473, -0.566, -1.394], [0.409, -2.168, -0.561], [-2.011, 0.124, -0.033], [-1.077, 0.398, 1.435], [1.035, 2.114, -0.989], [-0.493, 2.529, -0.349], [-0.259, 1.727, -1.951], [1.506, -0.682, 0.728], [1.162, 0.773, 1.637], [2.121, 0.628, 0.147], [-0.094, -0.329, -2.149]],
  "smiles": "[H]/N=C1/C[C@@](C)([NH3+])NS1",
  "e_above_lowest_kcal_mol": 39.9,
  "charge": 1,
  "total_energy_ha": -720.56684
}

***

Entry 3:
{
  "formula": "C4H10N3S",
  "method": "ωB97M-V with the def2-TZVPD basis set",
  "symbols": ["C", "C", "C", "C", "N", "N", "N", "S", "H", "H", "H", "H", "H", "H", "H", "H", "H", "H"],
  "coordinates": [[0.013, 0.155, 0.851], [0.248, -1.165, 1.400], [0.390, -0.940, -1.258], [-0.259, 1.397, -1.289], [-1.974, -2.209, -3.023], [-2.134, -1.139, -3.122], [-0.366, 0.099, -0.598], [0.564, -2.288, -0.058], [-0.715, 0.759, 1.314], [0.947, 0.737, 0.939], [1.145, -1.190, 2.019], [-0.503, -1.551, 2.025], [1.345, -0.566, -1.469], [-0.161, 2.072, -0.546], [0.631, 1.372, -1.877], [-1.197, 1.665, -1.885], [-0.645, -2.803, 0.020], [-1.359, -0.183, -0.698]],
  "e_above_lowest_kcal_mol": 60.1,
  "charge": 1,
  "total_energy_ha": -720.53458
}

***

Across the entries above, HOMO takes the values -14.398 -13.460 -12.568 eV, respectively.
Across the entries above, Kohn-Sham gap takes the values 9.0 9.9 9.4 eV, respectively.